A) The following is a quantum chemistry calculation of the molecule C3H5NOS2, from the OMol25 dataset.

```
12
Properties=species:S:1:pos:R:3:mulliken_charge:R:1
C -2.29 -1.53 0.05 -0.219
N -1.34 -0.74 0.46 -0.279
S -0.86 0.45 -0.72 0.041
C 0.33 1.36 0.36 -0.490
O 1.46 0.58 0.66 -0.282
C 2.20 0.18 -0.35 0.013
S 3.37 -0.94 -0.18 -0.270
H -2.58 -2.28 0.78 0.249
H -2.77 -1.48 -0.91 0.229
H -0.17 1.55 1.29 0.283
H 0.67 2.23 -0.13 0.423
H 1.98 0.62 -1.32 0.303
```

Calculated values
**HOMO**: -8.715 eV
**Orbital gap**: 0.3319 hartree
**Charge**: 0
**SMILES**: C=NSCOC=S

***

B) The following is a quantum chemistry calculation of the molecule C3H5NOS2, from the OMol25 dataset.

```
12
Properties=species:S:1:pos:R:3:mulliken_charge:R:1
O -0.31 -1.66 -0.99 -0.609
C -0.14 -0.64 -0.36 0.636
C 1.07 -0.33 0.49 -0.746
S 2.39 -1.54 0.23 -0.237
N -1.11 0.33 -0.50 -0.157
C -1.30 1.52 0.10 -0.075
S -0.49 2.29 1.28 -0.268
H 1.46 0.63 0.13 0.356
H 0.85 -0.25 1.56 0.378
H 1.64 -2.37 -0.52 0.154
H -1.85 0.00 -1.12 0.282
H -2.20 2.02 -0.28 0.288
```

Calculated values
**HOMO**: -9.159 eV
**Orbital gap**: 0.3243 hartree
**Charge**: 0
**SMILES**: O=C(CS)NC=S

***

Name the least stable of them. A).